[1]
A structure of composition C21H39Ca2ClFN3NaO11S3, computed with ωB97M-V/def2-TZVPD.

Computed properties:
- HOMO: -0.3547 hartree
- Strongest force on any atom: 1.85 eV/A
- Lowest unoccupied orbital energy: -4.47 eV
- Spin multiplicity: 1
- E: -5087.21032 hartree
- Net charge: +1
- Molecular weight: 763.35 g/mol

Positions of all 82 atoms, in Å:
C  5.10  -1.32  2.92
O  5.22  0.00  2.42
C  5.66  0.07  1.09
C  4.72  0.95  0.25
C  3.25  0.99  0.77
C  2.85  2.37  1.35
C  2.31  2.36  2.79
C  1.39  1.19  3.11
C  0.09  1.24  2.31
S  -0.60  -0.40  2.30
O  -1.05  -0.67  3.65
O  0.43  -1.26  1.80
N  -1.85  -0.23  1.29
S  -2.70  -1.56  0.93
O  -2.02  -2.65  0.31
O  -3.56  -1.92  2.06
C  -3.81  -0.70  -0.24
O  -4.62  -0.20  0.78
N  -5.93  0.34  0.67
O  -5.76  1.64  1.34
H  5.98  -1.93  2.68
H  4.21  -1.82  2.54
H  5.02  -1.26  4.01
H  5.79  -0.92  0.63
H  6.66  0.52  1.08
H  4.69  0.48  -0.76
H  5.18  1.94  0.14
H  2.57  0.79  -0.07
H  3.11  0.16  1.46
H  2.18  2.89  0.67
H  3.76  2.98  1.37
H  1.73  3.28  2.92
H  3.13  2.44  3.51
H  1.88  0.22  3.00
H  1.11  1.26  4.16
H  0.19  1.61  1.29
H  -0.62  1.86  2.86
H  -4.32  -1.33  -0.96
H  -3.25  0.09  -0.75
C  4.65  -3.08  -2.70
C  3.67  -3.56  -1.63
N  2.47  -2.75  -1.54
C  1.67  -3.02  -0.35
C  1.04  -4.41  -0.21
C  1.72  -2.59  -2.78
C  1.21  -3.85  -3.48
H  4.90  -2.02  -2.55
H  5.57  -3.66  -2.64
H  4.25  -3.20  -3.71
H  4.18  -3.51  -0.66
H  3.45  -4.62  -1.82
H  0.89  -2.27  -0.28
H  2.31  -2.85  0.52
H  0.18  -4.53  -0.87
H  0.68  -4.53  0.81
H  1.75  -5.21  -0.41
H  2.35  -2.04  -3.49
H  0.88  -1.92  -2.58
H  1.98  -4.63  -3.53
H  0.93  -3.61  -4.51
H  0.33  -4.26  -3.00
Ca  -7.57  1.96  0.09
O  -11.97  -0.55  0.92
S  -11.77  0.85  1.16
O  -12.97  1.54  0.23
O  -10.54  1.37  0.55
O  -11.96  1.30  2.51
Na  3.72  2.01  -1.71
Cl  -13.73  2.89  0.85
F  0.81  5.14  -1.34
C  -0.37  4.69  -1.82
C  -1.22  5.57  -2.46
C  -2.42  5.08  -2.95
C  -2.76  3.74  -2.79
C  -1.89  2.88  -2.14
C  -0.68  3.35  -1.65
H  -0.94  6.60  -2.57
H  -3.10  5.75  -3.46
H  -3.70  3.38  -3.17
H  -2.15  1.84  -2.01
H  0.01  2.69  -1.15
Ca  -4.00  0.49  2.64

Atom-resolved charges from Mulliken, all expressed in e:
1 C -0.617
2 O -0.343
3 C -0.905
4 C -0.843
5 C 0.656
6 C -0.559
7 C -1.219
8 C -1.003
9 C -0.155
10 S 0.833
11 O -0.707
12 O -0.587
13 N -0.231
14 S 1.102
15 O -0.487
16 O -0.670
17 C -0.029
18 O -0.355
19 N -0.341
20 O -0.872
21 H 0.391
22 H 0.165
23 H 0.260
24 H 0.421
25 H 0.334
26 H -0.101
27 H 0.437
28 H 0.817
29 H -0.476
30 H 0.290
31 H 0.491
32 H 0.371
33 H 0.408
34 H 0.501
35 H 0.465
36 H -0.146
37 H 0.489
38 H 0.444
39 H -0.285
40 C -1.325
41 C -0.452
42 N 0.536
43 C -0.015
44 C -1.528
45 C -0.600
46 C -1.095
47 H 0.129
48 H 0.449
49 H 0.328
50 H 0.444
51 H 0.261
52 H 0.291
53 H -0.132
54 H 0.258
55 H 0.464
56 H 0.348
57 H 0.412
58 H 0.330
59 H 0.245
60 H 0.398
61 H 0.272
62 Ca 1.616
63 O -0.591
64 S 1.116
65 O -0.272
66 O -0.592
67 O -0.610
68 Na 0.924
69 Cl 0.013
70 F -0.295
71 C 0.462
72 C -0.589
73 C -0.333
74 C -0.688
75 C -0.260
76 C -0.306
77 H 0.455
78 H 0.389
79 H 0.428
80 H 0.343
81 H 0.345
82 Ca 1.485



[2]
A cluster of 2 separate species, CH3NO3P in total, computed with ωB97M-V/def2-TZVPD.

Computed properties:
- HOMO: -0.1633 hartree
- Strongest force on any atom: 3.31 eV/A
- Lowest unoccupied orbital energy: 4.25 eV
- Spin multiplicity: 1
- ΔE to the lowest compared entry with this formula, charge and spin: 450.97 kJ/mol
- E: -661.70413 hartree
- Net charge: -1
- Molecular weight: 108.01 g/mol

Positions of all 9 atoms, in Å:
C  0.22  0.45  1.38
N  -1.34  -0.17  -2.13
O  2.28  -0.71  0.10
O  -0.29  -0.65  -1.54
O  -2.03  -1.02  -2.80
P  1.32  0.36  -0.16
H  -0.79  0.73  1.07
H  0.48  1.44  1.96
H  0.17  -0.43  2.12

Atom-resolved charges from natural (NBO), all expressed in e:
1 C -1.060
2 N 0.261
3 O -1.094
4 O -0.597
5 O -0.521
6 P 1.349
7 H 0.230
8 H 0.207
9 H 0.225



[3]
A cluster of 18 separate species, C23H11Cl69NO4S in total, computed with ωB97M-V/def2-TZVPD.

Computed properties:
- HOMO: -0.1173 hartree
- Strongest force on any atom: 4.21 eV/A
- Lowest unoccupied orbital energy: 1.31 eV
- Spin multiplicity: 1
- E: -33389.92125 hartree
- Net charge: -1
- Molecular weight: 2843.67 g/mol

Positions of all 109 atoms, in Å:
O  -2.72  0.34  3.15
C  -2.14  -0.30  2.41
Cl  -1.99  -2.10  2.67
C  -1.47  0.22  1.13
N  -0.06  0.26  1.24
C  0.45  1.60  1.04
C  1.76  1.55  0.24
C  1.60  1.47  -1.28
C  0.29  0.91  -1.78
S  0.37  -0.91  -1.93
O  0.77  -1.15  -3.29
O  1.30  -1.50  -1.05
O  -1.11  -1.50  -1.80
H  -1.76  -0.52  0.34
H  -1.96  1.17  0.89
H  -0.27  2.27  0.53
H  0.66  2.05  2.03
H  2.39  0.77  0.64
H  2.28  2.49  0.47
H  1.83  2.43  -1.74
H  2.38  0.79  -1.65
H  0.17  1.23  -2.81
H  -0.59  1.26  -1.27
H  -1.72  -0.79  -1.52
C  3.76  1.70  -4.65
Cl  3.46  -0.03  -4.75
Cl  4.90  2.01  -3.33
Cl  4.43  2.29  -6.17
Cl  2.24  2.54  -4.33
C  4.49  -1.67  0.96
Cl  6.20  -1.89  1.41
Cl  3.55  -1.24  2.39
Cl  4.36  -0.38  -0.24
Cl  3.86  -3.16  0.27
C  -4.94  1.89  5.91
Cl  -4.52  3.50  5.33
Cl  -3.46  1.01  6.33
Cl  -5.97  2.02  7.35
Cl  -5.80  1.01  4.63
C  -3.14  1.52  10.39
Cl  -2.41  1.94  11.95
Cl  -4.89  1.31  10.60
Cl  -2.84  2.81  9.23
Cl  -2.44  0.01  9.80
C  1.49  -2.00  9.88
Cl  0.99  -0.56  10.77
Cl  2.23  -3.16  10.99
Cl  0.08  -2.74  9.12
Cl  2.66  -1.55  8.64
C  -10.05  2.36  5.72
Cl  -11.20  1.02  5.61
Cl  -10.65  3.74  4.78
Cl  -9.86  2.84  7.41
Cl  -8.48  1.85  5.08
C  4.62  1.28  -10.42
Cl  3.05  1.58  -9.67
Cl  4.47  1.42  -12.18
Cl  5.80  2.46  -9.83
Cl  5.17  -0.35  -10.01
C  2.28  -5.77  -2.28
Cl  0.70  -6.56  -2.20
Cl  3.34  -6.68  -3.38
Cl  2.08  -4.12  -2.86
Cl  2.99  -5.76  -0.66
C  -6.74  5.72  9.31
Cl  -8.26  6.12  10.13
Cl  -6.96  5.85  7.56
Cl  -5.48  6.84  9.83
Cl  -6.26  4.07  9.72
C  -2.26  1.96  -4.87
Cl  -3.75  1.78  -5.80
Cl  -1.47  3.48  -5.31
Cl  -2.63  1.97  -3.14
Cl  -1.17  0.61  -5.22
C  -6.10  -0.07  0.75
Cl  -5.68  1.55  0.17
Cl  -4.64  -0.90  1.26
Cl  -7.20  0.06  2.12
Cl  -6.88  -0.97  -0.57
C  8.48  -1.61  -8.01
Cl  8.60  -0.92  -9.64
Cl  8.37  -3.36  -8.13
Cl  9.93  -1.17  -7.10
Cl  7.04  -0.97  -7.20
C  7.66  -3.74  -3.90
Cl  8.05  -2.12  -4.49
Cl  9.14  -4.54  -3.34
Cl  6.51  -3.62  -2.58
Cl  6.95  -4.69  -5.21
C  7.66  1.60  3.17
Cl  8.53  1.93  1.67
Cl  6.05  0.98  2.79
Cl  8.55  0.39  4.11
Cl  7.53  3.09  4.11
C  -2.13  -8.64  -4.46
Cl  -1.71  -7.01  -5.00
Cl  -0.67  -9.48  -3.93
Cl  -3.27  -8.55  -3.12
Cl  -2.87  -9.53  -5.80
C  -3.78  -4.58  -1.01
Cl  -3.07  -4.97  -2.58
Cl  -4.52  -6.03  -0.32
Cl  -2.53  -3.97  0.07
Cl  -5.02  -3.33  -1.22
C  -1.40  7.65  -5.83
Cl  -0.56  7.99  -7.34
Cl  -2.96  6.88  -6.18
Cl  -0.42  6.56  -4.84
Cl  -1.68  9.16  -4.95

Results of the Mulliken charge analysis, in e, for atoms 1 through 99:
1 O -0.329
2 C -0.459
3 Cl -0.220
4 C 1.163
5 N -0.366
6 C -0.939
7 C 0.163
8 C -0.436
9 C 0.613
10 S 0.802
11 O -0.525
12 O -0.271
13 O -0.089
14 H -0.694
15 H 0.243
16 H 0.172
17 H 0.372
18 H -0.691
19 H 0.593
20 H 0.299
21 H -0.093
22 H -0.226
23 H 0.080
24 H 0.160
25 C 0.145
26 Cl -0.007
27 Cl -0.069
28 Cl -0.057
29 Cl -0.065
30 C -0.190
31 Cl -0.064
32 Cl -0.087
33 Cl 0.100
34 Cl 0.085
35 C 0.185
36 Cl -0.147
37 Cl -0.069
38 Cl 0.012
39 Cl 0.055
40 C 0.266
41 Cl -0.113
42 Cl -0.093
43 Cl -0.049
44 Cl -0.016
45 C 0.355
46 Cl -0.083
47 Cl -0.108
48 Cl -0.094
49 Cl -0.076
50 C 0.249
51 Cl -0.118
52 Cl -0.120
53 Cl -0.083
54 Cl 0.074
55 C 0.309
56 Cl -0.060
57 Cl -0.109
58 Cl -0.102
59 Cl -0.052
60 C 0.205
61 Cl -0.011
62 Cl -0.122
63 Cl 0.052
64 Cl -0.087
65 C 0.233
66 Cl -0.108
67 Cl -0.069
68 Cl -0.108
69 Cl 0.015
70 C 0.230
71 Cl -0.124
72 Cl -0.009
73 Cl -0.084
74 Cl -0.033
75 C 0.284
76 Cl -0.114
77 Cl 0.055
78 Cl -0.080
79 Cl -0.135
80 C 0.250
81 Cl -0.098
82 Cl -0.069
83 Cl -0.096
84 Cl 0.021
85 C 0.265
86 Cl -0.079
87 Cl -0.121
88 Cl 0.046
89 Cl -0.113
90 C 0.283
91 Cl -0.110
92 Cl 0.053
93 Cl -0.116
94 Cl -0.114
95 C 0.311
96 Cl -0.068
97 Cl -0.090
98 Cl -0.069
99 Cl -0.117



[4]
A cluster of 4 separate species, C16H16Cl4F2O in total, computed with ωB97M-V/def2-TZVPD.

Computed properties:
- HOMO (spin up / spin down): -0.0023 / -0.2264 hartree
- Strongest force on any atom: 3.30 eV/A
- Lowest unoccupied orbital energy (spin up / spin down): 2.69 / 2.68 eV
- Spin multiplicity: 2
- E: -2734.94272 hartree
- Net charge: -1
- Molecular weight: 404.11 g/mol

Positions of all 39 atoms, in Å:
C  -0.70  3.68  -0.38
Cl  -2.46  3.77  0.03
Cl  0.03  2.56  0.78
Cl  -0.44  3.18  -2.06
Cl  0.06  5.28  -0.23
C  2.19  -1.86  -0.15
C  0.75  -1.59  -0.60
O  0.43  -1.52  -1.80
C  -0.31  -1.32  0.51
H  2.14  -2.06  0.92
H  2.80  -0.97  -0.32
H  2.59  -2.68  -0.76
H  -1.34  -1.69  0.49
H  -0.59  -0.27  0.39
H  0.06  -1.49  1.51
F  1.00  2.49  3.53
C  1.70  1.40  3.78
C  2.85  1.37  4.56
C  3.54  0.21  4.77
C  2.90  -0.97  4.43
C  1.78  -1.00  3.67
C  1.12  0.20  3.33
H  3.14  2.32  4.98
H  4.47  0.03  5.29
H  3.27  -1.93  4.76
H  1.20  -1.87  3.39
H  0.32  0.28  2.60
F  -1.73  0.56  -1.64
C  -2.17  0.00  -2.84
C  -1.29  -0.14  -3.91
C  -1.92  -0.61  -5.07
C  -3.30  -0.91  -5.13
C  -4.05  -0.94  -3.97
C  -3.51  -0.43  -2.80
H  -0.28  0.23  -3.86
H  -1.37  -0.76  -5.99
H  -3.66  -1.12  -6.12
H  -5.09  -1.19  -4.15
H  -4.13  -0.24  -1.93

Atom-resolved charges from natural (NBO), all expressed in e:
1 C -0.305
2 Cl -0.224
3 Cl -0.139
4 Cl -0.146
5 Cl -0.142
6 C -0.719
7 C 0.610
8 O -0.559
9 C -0.759
10 H 0.215
11 H 0.249
12 H 0.232
13 H 0.245
14 H 0.289
15 H 0.194
16 F -0.293
17 C 0.414
18 C -0.297
19 C -0.205
20 C -0.238
21 C -0.223
22 C -0.272
23 H 0.222
24 H 0.216
25 H 0.202
26 H 0.209
27 H 0.243
28 F -0.336
29 C 0.432
30 C -0.269
31 C -0.193
32 C -0.247
33 C -0.209
34 C -0.289
35 H 0.252
36 H 0.202
37 H 0.202
38 H 0.206
39 H 0.233